(1)
ORCA calculation (ωB97M-V/def2-TZVPD) on a single C4H5ClS molecule.

```
11
Properties=species:S:1:pos:R:3:forces:R:3:nbo_charge:R:1
C 0.118 0.136 -0.617 -0.275 -0.238 0.966 -0.069
C -1.029 0.342 0.034 0.003 0.222 -0.685 -0.377
C 0.773 -0.448 1.651 0.208 0.014 0.155 -0.512
C 1.168 -0.612 0.184 0.033 0.204 -0.436 -0.450
H -1.916 0.783 -0.434 0.365 -0.213 0.411 0.245
H 1.227 0.456 2.068 -0.023 -0.142 -0.047 0.216
H 1.062 -1.307 2.266 -0.143 0.232 -0.149 0.233
H 2.171 -0.217 -0.004 -0.111 -0.073 0.040 0.228
H 1.159 -1.660 -0.134 0.015 0.000 0.066 0.218
S -1.037 -0.217 1.704 -0.097 -0.023 -0.215 0.247
Cl 0.395 0.524 -2.267 0.024 0.017 -0.106 0.020
```
Forces are in eV/Å.

Spin multiplicity ... 1
Energy above the lowest of the compared OMol25 structures with the same formula, charge and spin ... 0.000 eV
Frontier orbital gap ... 8.98 eV
Calculated total energy ... -1013.7798 Ha
SMILES string ... ClC1=CSCC1

(2)
ORCA calculation (ωB97M-V/def2-TZVPD) on 2 unconnected molecules or ions with the total composition CHCl2O2S.

```
7
Properties=species:S:1:pos:R:3:forces:R:3:nbo_charge:R:1
C -1.299 0.064 0.060 1.243 1.915 1.705 -0.581
O 2.366 1.430 -0.572 -0.841 -1.886 1.725 -0.917
O 2.221 -1.054 -0.197 -0.494 2.249 1.009 -0.900
S 1.904 0.313 0.326 0.464 -0.453 -2.884 1.489
Cl -1.541 -0.925 1.614 -0.223 0.838 -0.452 -0.193
Cl -1.780 -0.873 -1.243 -0.609 -1.253 -1.887 -0.065
H -1.871 1.046 0.011 0.460 -1.411 0.783 0.167
```
Forces are in eV/Å.

Spin multiplicity ... 1
Energy above the lowest of the compared OMol25 structures with the same formula, charge and spin ... 1.872 eV
Net charge ... -1
Frontier orbital gap (alpha / beta) ... 5.50 / 6.74 eV
Calculated total energy ... -1507.7402 Ha

(3)
ORCA calculation (ωB97M-V/def2-TZVPD) on a single C6H6O2 molecule.

```
14
Properties=species:S:1:pos:R:3:forces:R:3:nbo_charge:R:1
C 0.207 1.060 -0.376 -0.705 -0.274 -1.349 0.061
C -0.725 -0.034 -0.863 -0.741 0.267 0.888 0.053
C 0.336 -1.502 0.569 -0.115 -2.893 -0.878 -0.141
C 1.363 -0.519 0.831 1.194 -0.385 0.693 -0.105
C 0.563 -1.182 1.995 0.339 0.363 -0.167 0.232
C -1.284 1.273 -0.340 0.039 0.286 -0.163 -0.452
H 0.792 1.548 -1.175 -0.097 -0.088 0.758 0.193
H -0.825 -0.265 -1.916 0.153 -0.049 0.034 0.196
H 0.651 -2.573 0.246 -0.065 1.792 0.737 0.231
H 2.440 -0.723 0.649 -0.840 0.504 0.001 0.211
H -1.792 1.311 0.632 0.406 -0.318 -0.412 0.248
H -1.696 1.965 -1.073 0.122 -0.154 0.122 0.222
O 0.849 0.787 0.818 0.617 0.128 0.419 -0.469
O -0.878 -1.147 0.002 -0.307 0.820 -0.683 -0.480
```
Forces are in eV/Å.

Spin multiplicity ... 1
Energy above the lowest of the compared OMol25 structures with the same formula, charge and spin ... 6.437 eV
Frontier orbital gap ... 8.55 eV
Calculated total energy ... -382.4492 Ha

(4)
ORCA calculation (ωB97M-V/def2-TZVPD) on 7 unconnected molecules or ions with the total composition C7H28N14O7.

```
56
Properties=species:S:1:pos:R:3:forces:R:3:nbo_charge:R:1
C -4.811 -5.497 3.999 2.312 1.789 1.308 0.740
O -3.737 -4.962 3.845 1.442 0.911 -1.284 -0.681
N -4.885 -6.688 4.500 -0.159 -4.635 0.957 -0.819
N -5.942 -4.854 4.019 -3.535 2.071 -0.815 -0.823
H -5.774 -7.152 4.618 0.502 -0.209 0.018 0.379
H -4.011 -7.188 4.574 -0.422 -0.137 -0.032 0.413
H -5.920 -3.853 3.884 -0.213 -0.385 -0.019 0.410
H -6.781 -5.336 4.306 0.079 0.611 -0.137 0.382
C 7.387 -6.743 5.087 0.040 -1.602 2.347 0.756
O 7.225 -7.947 5.197 -0.079 0.036 -0.110 -0.655
N 7.840 -5.932 6.062 1.075 0.814 1.951 -0.839
N 7.083 -6.017 4.054 -1.294 0.913 -4.083 -0.832
H 7.782 -4.947 5.845 -0.005 -0.227 0.726 0.366
H 7.715 -6.216 7.023 0.248 0.030 -0.266 0.404
H 7.355 -5.048 3.969 -0.369 -0.453 -0.266 0.388
H 6.539 -6.501 3.354 0.386 0.488 -0.300 0.411
C -0.890 -0.590 -5.965 3.526 -2.754 -4.957 0.733
O -0.076 -1.119 -6.753 -0.109 0.974 0.645 -0.699
N -1.579 -1.321 -5.189 -2.746 -4.149 4.482 -0.820
N -1.323 0.609 -6.056 -0.857 5.366 -0.365 -0.807
H -1.475 -2.316 -5.329 0.133 0.232 0.545 0.413
H -2.020 -0.959 -4.356 -0.072 -0.346 -0.223 0.383
H -1.097 1.082 -6.919 -0.059 0.264 0.426 0.413
H -2.179 0.811 -5.560 0.169 0.421 -0.551 0.385
C 5.609 4.032 -4.312 0.728 -0.684 -5.527 0.739
O 6.236 4.329 -5.329 0.153 1.036 0.440 -0.680
N 4.450 3.427 -4.382 -3.759 -1.558 0.374 -0.816
N 6.045 4.047 -3.109 2.447 1.047 4.627 -0.817
H 4.068 3.167 -3.483 -0.683 -0.110 -0.669 0.365
H 3.888 3.286 -5.209 0.568 0.134 0.155 0.415
H 6.801 4.691 -2.922 -0.086 -0.479 0.403 0.410
H 5.503 3.584 -2.393 0.613 0.594 0.203 0.385
C -7.332 1.084 -1.885 0.786 -3.150 -7.140 0.728
O -6.953 1.070 -3.069 -0.314 0.209 0.510 -0.696
N -7.994 0.140 -1.327 -2.946 -4.863 2.035 -0.805
N -7.137 2.005 -1.079 2.737 7.401 4.605 -0.791
H -8.097 0.206 -0.325 -0.504 -0.618 -0.405 0.369
H -8.304 -0.687 -1.817 0.270 0.294 0.140 0.411
H -7.116 1.807 -0.089 0.038 0.502 -0.232 0.376
H -6.495 2.696 -1.440 -0.043 0.228 0.484 0.407
C 0.688 7.415 0.553 0.303 -4.560 -2.803 0.741
O -0.238 6.927 -0.054 -1.632 -1.035 -0.208 -0.679
N 0.741 8.623 0.883 -0.273 6.109 2.183 -0.801
N 1.852 6.763 0.726 0.900 -1.032 0.314 -0.843
H 1.548 8.913 1.416 -0.758 0.751 0.046 0.381
H -0.169 9.061 0.882 0.523 0.647 0.223 0.416
H 1.745 5.764 0.626 0.706 0.153 0.277 0.413
H 2.527 7.239 1.306 0.220 -1.058 -0.029 0.372
C 0.573 0.180 0.732 0.340 -0.778 -0.559 0.750
O 1.431 0.749 0.156 2.765 2.692 -1.958 -0.664
N -0.684 0.577 0.790 -2.153 0.731 0.542 -0.841
N 0.801 -1.007 1.259 -0.423 -3.037 2.117 -0.837
H -0.890 1.476 0.379 -0.369 -0.390 0.241 0.417
H -1.346 -0.085 1.169 -0.371 0.789 -0.348 0.388
H 0.134 -1.313 1.953 0.468 -0.498 -0.080 0.374
H 1.688 -1.483 1.184 -0.243 0.510 0.040 0.412
```
Forces are in eV/Å.

Spin multiplicity ... 1
Energy above the lowest of the compared OMol25 structures with the same formula, charge and spin ... 6.053 eV
Frontier orbital gap ... 9.29 eV
Calculated total energy ... -1576.8822 Ha
SMILES string ... NC(N)=O.NC(N)=O.NC(N)=O.NC(N)=O.NC(N)=O.NC(N)=O.NC(N)=O

(5)
ORCA calculation (ωB97M-V/def2-TZVPD) on 2 unconnected molecules or ions with the total composition C3H9NO.

```
14
Properties=species:S:1:pos:R:3:forces:R:3:nbo_charge:R:1
C -2.827 0.875 2.514 2.531 0.307 0.199 -0.414
N -2.942 0.608 1.101 -0.701 -0.564 -0.540 -0.850
H -3.247 1.786 2.928 -0.789 0.112 -0.067 0.166
H -1.730 1.038 2.703 -0.789 -0.261 -0.101 0.189
H -3.056 -0.003 3.121 -0.408 0.124 -0.164 0.193
H -3.884 0.438 0.776 -0.028 0.026 0.213 0.351
H -2.516 1.248 0.448 0.193 0.243 0.459 0.364
O 1.521 0.336 -0.874 -0.073 0.190 0.385 -0.513
C 2.251 -0.616 -0.887 0.199 -0.060 0.086 0.436
C 2.642 -1.287 -2.153 0.064 -0.443 -1.708 -0.736
H 2.649 -1.077 0.056 -0.234 0.278 -0.285 0.104
H 2.608 -0.633 -3.046 -0.095 0.141 0.735 0.238
H 1.871 -2.046 -2.396 0.457 0.016 0.375 0.246
H 3.638 -1.747 -2.170 -0.327 -0.109 0.415 0.225
```
Forces are in eV/Å.

Spin multiplicity ... 1
Energy above the lowest of the compared OMol25 structures with the same formula, charge and spin ... 1.533 eV
Frontier orbital gap ... 9.98 eV
Calculated total energy ... -249.6573 Ha
SMILES string ... CC=O.CN

(6)
ORCA calculation (ωB97M-V/def2-TZVPD) on a molecular structure, C34H27Br2F12N3O3Re.

```
82
Properties=species:S:1:pos:R:3:forces:R:3:mulliken_charge:R:1
Re -0.173 -0.665 -0.502 0.185 -0.654 -0.905 1.474
C -0.371 -0.244 6.616 -0.067 -0.063 0.230 -1.684
C -0.607 -0.113 5.160 -0.041 -0.095 -0.619 0.263
C -1.253 0.999 4.617 0.053 -0.153 -0.007 -1.094
C -1.362 1.141 3.259 -0.019 -0.189 -0.436 -0.234
C -0.833 0.181 2.356 -0.257 -0.689 1.877 0.883
N -0.665 0.514 1.049 -0.604 -1.133 -1.423 1.055
C -0.550 1.880 0.798 0.241 1.762 -0.462 -0.184
C 0.309 2.642 1.608 0.088 -0.277 -0.210 0.112
C 0.481 3.991 1.399 -0.116 0.034 -0.102 -1.298
C -0.215 4.657 0.396 -0.157 -0.316 -0.034 0.509
C -0.032 6.117 0.157 0.097 0.161 -0.065 -1.659
C -1.070 3.912 -0.411 0.212 0.111 0.296 -0.574
C -1.214 2.545 -0.249 0.015 -0.457 -0.035 -1.183
C -2.062 1.690 -1.177 -0.413 0.632 0.403 2.047
O -1.376 0.579 -1.597 1.597 -1.727 1.040 -1.018
C -2.428 2.417 -2.501 0.209 -0.009 -0.339 0.133
F -3.323 3.389 -2.350 -0.147 0.120 0.295 -0.264
F -1.333 2.958 -3.051 0.262 0.044 -0.010 -0.208
F -2.905 1.554 -3.392 -0.161 -0.237 -0.086 -0.237
C -3.394 1.291 -0.456 -0.113 -0.193 0.346 0.617
F -3.740 2.201 0.462 0.043 0.154 -0.017 -0.275
F -3.235 0.124 0.186 -0.088 -0.124 0.012 -0.123
F -4.423 1.148 -1.280 -0.095 -0.085 -0.254 -0.297
C -0.435 -1.063 2.926 0.051 0.280 -0.438 -1.171
C -0.261 -1.153 4.292 -0.111 0.375 0.207 -0.183
C -0.334 -2.317 2.074 0.199 -0.146 0.813 0.846
O -0.786 -2.158 0.798 0.358 2.132 -1.999 -1.023
C -1.351 -3.371 2.640 -0.228 -0.084 0.114 0.697
F -1.400 -4.436 1.845 0.056 -0.222 -0.262 -0.228
F -2.569 -2.833 2.664 -0.217 0.285 -0.094 -0.235
F -1.098 -3.803 3.875 0.285 0.059 0.128 -0.253
C 1.104 -2.955 2.060 0.625 -0.189 -0.199 0.602
F 1.139 -4.196 2.541 -0.196 -0.220 0.130 -0.317
F 1.564 -3.025 0.799 -0.058 -0.230 -0.049 -0.230
F 1.997 -2.255 2.760 -0.166 0.109 0.129 -0.221
H -0.355 0.728 7.099 0.058 0.044 0.104 0.422
H 0.562 -0.769 6.803 0.073 -0.004 0.124 0.418
H -1.177 -0.827 7.061 -0.030 -0.056 0.123 0.321
H -1.655 1.764 5.264 -0.028 0.077 0.094 0.505
H -1.867 2.001 2.845 0.075 0.110 0.047 0.626
H 0.860 2.142 2.390 0.074 -0.027 0.045 0.647
H 1.155 4.541 2.035 0.134 0.074 0.100 0.441
H 0.345 6.613 1.048 -0.001 0.091 0.035 0.406
H -0.961 6.592 -0.150 -0.046 0.029 0.018 0.409
H 0.694 6.273 -0.644 0.013 0.040 0.001 0.299
H -1.638 4.434 -1.163 -0.018 0.013 -0.114 0.601
H 0.139 -2.057 4.724 0.021 -0.104 -0.013 0.648
C 0.423 0.291 -4.133 -0.225 -0.064 0.003 -0.849
C 1.694 0.057 -3.404 0.177 -0.029 -0.042 1.013
C 2.919 0.064 -4.108 0.188 0.011 0.178 -1.319
C 4.113 0.025 -3.444 -0.327 0.016 -0.120 -0.972
C 4.111 -0.029 -2.037 -0.227 -0.099 0.334 0.677
C 5.256 0.050 -1.211 0.095 0.056 0.275 -0.118
Br 6.972 0.111 -2.005 -0.106 0.031 0.143 -0.192
C 5.134 0.115 0.159 0.304 -0.034 -0.534 -0.428
C 3.881 -0.014 0.760 -1.102 -0.197 -0.141 0.121
Br 3.691 0.246 2.617 0.186 0.033 -0.082 -0.133
C 2.733 -0.268 0.005 2.209 0.370 -0.757 -0.084
O 1.566 -0.455 0.540 -2.513 -0.387 -0.279 -0.159
C 2.846 -0.164 -1.411 0.877 0.043 0.592 -0.404
N 1.687 -0.112 -2.098 -1.288 0.098 0.696 0.205
H 0.360 -0.348 -5.011 0.026 -0.017 -0.074 0.439
H 0.399 1.325 -4.481 -0.059 0.025 0.012 0.435
H -0.427 0.124 -3.479 -0.045 0.052 -0.203 -0.433
H 2.888 0.143 -5.181 -0.009 0.020 -0.197 0.540
H 5.050 0.065 -3.981 0.008 0.006 -0.007 0.416
H 6.008 0.259 0.781 -0.036 -0.025 -0.041 0.484
C -2.648 -2.445 -2.530 0.329 0.022 0.009 -1.481
C -1.162 -2.853 -2.429 -1.389 -1.672 -0.853 1.538
C -0.563 -3.073 -3.834 0.065 0.290 0.348 -1.544
C -1.035 -4.163 -1.607 0.068 0.254 0.082 -1.583
N -0.488 -1.892 -1.726 1.253 2.465 2.276 0.624
H -3.200 -3.220 -3.053 -0.069 -0.070 -0.036 0.528
H -2.738 -1.511 -3.077 -0.073 0.123 -0.081 0.274
H -3.058 -2.308 -1.533 -0.113 -0.038 0.094 0.320
H -1.000 -3.968 -4.268 -0.052 -0.062 0.027 0.483
H 0.515 -3.199 -3.771 0.116 -0.040 -0.057 0.333
H -0.799 -2.226 -4.473 0.028 0.033 -0.095 0.306
H -1.652 -4.923 -2.076 -0.044 -0.053 -0.108 0.502
H -1.375 -3.994 -0.591 -0.037 -0.096 0.069 0.264
H 0.000 -4.485 -1.588 0.135 -0.119 0.029 0.408
```
Forces are in eV/Å.

Spin multiplicity ... 1
Net charge ... +1
Frontier orbital gap (alpha / beta) ... 5.08 / 5.08 eV
Calculated total energy ... -8126.3549 Ha